Entry 1:
DFT (wB97M-V/def2-TZVPD) results for 13 unconnected molecules or ions with the total composition C50H98Cl25FIN2S at a distorted geometry.

ORCA input file:
```
! RIJCOSX wB97M-V def2-TZVPD def2/J DEFGRID3
* xyz 1 1
I 4.35 -2.73 -1.63
Cl 1.34 2.45 -2.04
Cl 3.17 0.47 7.09
Cl 3.76 -6.53 -0.04
Cl -6.33 5.09 2.24
Cl -0.29 4.27 -4.40
Cl -10.68 5.11 0.64
Cl -1.87 -3.28 4.43
Cl 6.62 -0.14 -3.58
Cl 5.59 -1.62 8.22
Cl -0.54 7.24 -8.54
Cl 1.13 -8.61 0.51
Cl 3.02 -7.04 -7.32
Cl 0.90 -5.85 -2.32
Cl 1.53 -2.09 -5.11
Cl 1.46 -2.04 3.26
Cl -6.08 4.32 -1.06
Cl 5.78 3.05 -4.35
Cl -1.53 -0.21 -3.92
Cl 2.44 0.92 -6.42
Cl -1.38 -3.77 -3.76
Cl 4.44 -3.94 -7.33
Cl -13.02 7.25 -0.62
Cl -4.92 -4.62 3.75
Cl -3.71 1.98 -5.32
Cl -3.78 8.09 -7.89
S 7.34 2.04 4.43
F -0.51 -0.29 2.31
N 0.74 0.14 1.92
N 2.97 1.78 0.88
C -2.89 6.68 -7.25
C 4.00 1.75 2.99
C -2.21 -4.74 3.45
C -4.57 -0.06 4.71
C 1.66 -1.05 1.76
C -1.43 6.99 -7.01
C 3.83 -8.29 0.21
C 7.68 1.29 -3.48
C 4.68 -2.03 0.39
C -0.04 2.88 1.24
C 6.91 2.52 -3.07
C -0.80 -6.23 -2.70
C -1.56 2.67 1.48
C 1.23 -1.89 0.55
C 4.00 -0.62 0.59
C 4.99 -0.15 9.03
C 3.28 0.02 -5.13
C -4.54 1.70 2.87
C 5.62 1.70 4.98
C 0.77 -4.38 1.01
C 4.35 -3.09 1.43
C 1.38 1.22 2.68
C -0.65 -3.08 -0.54
C 4.84 0.86 3.94
C 2.05 3.18 -3.52
C 0.15 -2.99 0.79
C 0.16 0.77 4.85
C -3.50 -4.61 2.68
C 2.63 -8.99 -0.38
C 2.89 1.03 2.18
C 0.83 2.64 2.49
C -3.30 0.97 0.69
C 3.09 -4.51 -8.35
C -7.65 5.12 1.03
C -5.36 0.56 3.54
C -1.26 -5.54 -3.96
C -11.19 6.68 1.33
C -2.26 2.02 0.26
C 2.20 -5.48 -7.62
C -3.67 0.22 -5.55
C -7.48 4.03 -0.01
C -12.66 6.95 1.10
C 3.52 0.06 8.79
C -4.54 1.63 1.33
C -0.05 -0.41 5.45
C 3.19 -1.47 -5.34
C 1.40 4.49 -3.87
C 1.50 1.05 4.21
C -3.24 -0.51 -4.30
C 3.15 -0.51 1.84
H 3.30 -3.16 1.71
H -0.68 1.47 4.82
H 4.74 -8.65 -0.28
H 2.48 -8.72 -1.42
H 2.08 -2.40 0.11
H 4.29 0.04 4.40
H 0.04 -3.14 -1.38
H 1.65 -4.49 0.38
H -3.84 -0.21 -3.44
H 6.34 2.35 -2.16
H 3.81 -1.98 -4.61
H -5.63 -0.22 2.84
H 8.44 1.07 -2.73
H 5.60 0.39 3.32
H -0.96 6.15 -6.51
H 0.07 3.93 0.97
H -1.18 -4.03 -0.51
H 0.04 -5.16 0.84
H -12.95 7.84 1.65
H 3.11 2.76 1.04
H 2.85 0.31 -4.17
H -2.22 -5.59 4.12
H -3.01 5.86 -7.95
H 4.89 -2.82 2.34
H -2.85 0.19 1.32
H 2.94 -0.82 9.05
H -1.56 1.60 -0.47
H -7.36 3.06 0.46
H 3.50 -1.01 2.72
H -1.33 -2.24 -0.64
H 2.13 0.22 4.48
H -5.42 1.05 1.03
H 0.23 2.95 3.34
H 3.39 -0.43 -0.29
H -6.24 1.04 3.98
H -3.54 1.66 3.29
H 4.32 0.33 -5.14
H -3.61 -5.46 2.01
H -2.83 2.78 -0.28
H -0.86 -7.31 -2.83
H -3.01 0.00 -6.39
H 2.51 -3.62 -8.63
H 1.94 4.95 -4.69
H -4.66 2.62 0.91
H -10.57 7.45 0.90
H 4.79 0.12 0.56
H -4.95 2.67 3.15
H 0.59 -0.80 6.25
H -3.88 0.66 5.15
H 5.58 0.69 8.67
H -10.99 6.63 2.40
H 0.25 2.31 0.36
H 1.40 5.18 -3.03
H -5.26 -0.36 5.50
H 1.94 2.46 -4.32
H 1.87 -5.08 -6.67
H 5.18 -0.28 10.09
H -0.84 -1.08 5.13
H -8.59 4.97 1.57
H -2.25 -5.90 -4.23
H 8.17 1.41 -4.44
H 2.19 1.61 0.27
H 3.92 -8.48 1.28
H -0.59 -5.74 -4.79
H 0.83 -1.26 -0.25
H -3.64 0.50 -0.24
H 7.43 1.31 3.30
H 5.75 -1.88 0.44
H -3.35 -1.58 -4.44
H -8.36 4.00 -0.65
H 7.61 3.34 -2.90
H 1.11 -4.51 2.04
H 3.51 -4.94 -9.25
H -4.68 -0.09 -5.83
H 5.71 1.20 5.94
H 3.17 0.89 9.40
H 3.52 -1.75 -6.33
H -1.69 2.08 2.39
H 3.11 3.33 -3.32
H -2.04 3.63 1.65
H -3.36 6.41 -6.31
H 2.77 -10.07 -0.32
H 4.70 2.12 2.24
H 5.15 2.67 5.14
H -3.99 -0.91 4.37
H 1.32 -5.70 -8.23
H -7.67 6.10 0.57
H -3.53 -3.69 2.10
H 4.77 -4.04 1.11
H 3.63 2.62 3.52
H -0.58 -2.73 1.56
H 1.68 3.32 2.50
H -1.41 -5.95 -1.85
H -13.27 6.12 1.44
H 1.88 1.97 4.64
H 0.57 0.41 0.94
H -1.38 -4.85 2.75
H -1.31 7.88 -6.40
*
```

The orbital gap comes out at 8.5 eV. As for the LUMO energy: -2.102 eV. As for the HOMO energy: -0.3881 Eh.



Entry 2:
DFT (wB97M-V/def2-TZVPD) results for C5H6N2 in the gas phase at a distorted geometry.

ORCA input file:
```
! RIJCOSX wB97M-V def2-TZVPD def2/J DEFGRID3
* xyz 0 1
N -0.98 -0.96 -0.67
N -0.60 0.40 -0.84
C 2.62 -0.94 0.04
C 1.70 -0.22 -0.17
C -0.36 1.22 0.42
C 0.72 0.73 -0.56
C -1.94 -1.01 0.13
H -0.32 0.70 1.32
H 1.05 1.38 -1.35
H -0.63 2.30 0.46
H -2.26 -0.11 0.58
H -2.52 -1.95 0.32
H 3.53 -1.54 0.33
*
```

The orbital gap comes out at 10.2 eV. The SMILES is C#C[C@@H]1CN1N=C. As for the LUMO energy: 1.066 eV. As for the HOMO energy: -0.3348 Eh.



Entry 3:
DFT (wB97M-V/def2-TZVPD) results for 9 unconnected molecules or ions with the total composition C54H135N9O18 at a distorted geometry.

ORCA input file:
```
! RIJCOSX wB97M-V def2-TZVPD def2/J DEFGRID3
* xyz 0 1
O -11.01 7.52 -3.04
O 6.28 1.57 0.51
O 11.40 3.38 -7.99
O -0.77 1.58 -10.35
O -2.00 -2.20 8.90
O 0.88 -2.98 0.95
O -3.10 -13.53 4.05
O 0.62 3.37 -0.62
O 1.16 0.07 8.12
O -1.80 -8.52 6.21
O -9.14 5.37 6.41
O 4.30 -1.21 -5.22
O 8.00 6.27 -4.75
O 6.41 -6.65 4.84
O -4.55 4.81 -8.09
O -6.40 1.18 1.97
O -8.20 3.89 -2.72
O 8.74 -4.53 1.59
N -10.91 4.75 -2.74
N 8.51 -4.62 4.38
N -6.64 2.80 5.33
N -1.36 -0.04 6.08
N -1.48 3.84 -8.64
N 5.21 -0.42 -2.46
N -0.88 0.29 0.34
N -1.30 -10.39 4.23
N 10.02 5.92 -6.89
C 8.76 -4.98 0.22
C -3.04 -13.81 5.43
C -1.38 -1.24 6.91
C -8.47 4.44 5.53
C -2.56 -11.16 4.07
C 10.25 5.66 -5.45
C -0.53 1.11 6.68
C -7.01 3.53 -3.49
C -9.23 6.71 6.02
C 9.78 -5.12 2.32
C -12.10 6.81 -2.36
C -0.14 1.20 -0.53
C 9.78 -4.25 3.63
C -6.71 -0.06 1.37
C -11.98 5.39 -1.96
C -6.98 4.07 5.95
C 9.38 4.80 -7.59
C -11.00 7.35 -4.39
C -1.19 -2.30 10.03
C -2.22 -12.61 3.52
C 10.06 3.41 -7.51
C 6.97 0.61 1.26
C -1.51 1.95 -11.56
C -2.77 -8.51 7.22
C 2.19 -3.22 1.39
C -1.65 1.42 -9.30
C -6.49 2.80 3.89
C -0.29 2.62 0.08
C -1.97 -1.00 8.24
C -3.28 5.41 -7.81
C 8.65 -5.72 5.29
C -0.62 -1.12 0.15
C -5.76 5.57 -7.82
C 9.00 5.36 -4.61
C 7.30 -6.20 5.93
C -9.23 2.89 -2.85
C -6.71 1.32 3.40
C 5.30 -7.56 5.30
C 3.87 -2.46 -5.73
C 6.96 6.07 -3.82
C 0.33 3.83 -1.89
C -10.43 3.43 -2.11
C 5.29 1.01 -0.41
C 3.48 -0.66 -4.13
C 11.49 3.38 -9.42
C -2.18 5.08 -8.83
C -1.38 -9.06 3.85
C 0.92 0.90 6.97
C 4.29 0.37 -3.28
C -2.49 2.71 -8.84
C 2.50 -0.33 8.36
C -2.17 -8.18 4.86
C 6.03 0.41 -1.58
C 0.81 -1.57 0.46
H 8.22 -5.92 0.11
H -13.05 7.12 -2.79
H 4.71 1.16 -3.90
H -2.10 -8.60 8.08
H 2.39 -2.44 2.13
H -1.32 5.74 -8.87
H -2.50 1.51 -11.64
H 2.78 -0.80 7.42
H -6.76 3.89 7.00
H 6.47 7.03 -3.65
H 9.94 2.88 -6.56
H -10.14 7.85 -4.84
H -11.87 7.81 -4.85
H -1.23 -13.00 3.78
H 0.87 0.81 -0.50
H -2.99 -11.26 5.07
H -6.24 3.15 -2.83
H 6.75 -5.38 6.38
H -0.34 -8.75 3.95
H -3.17 2.45 -8.03
H 2.88 -2.24 -6.12
H 9.31 -6.55 5.05
H -5.59 3.23 3.45
H -1.07 -10.20 5.20
H 7.81 -4.83 3.70
H 10.74 2.71 -9.83
H -1.07 -0.33 5.15
H 0.59 3.07 -2.63
H -2.31 0.57 -9.46
H -6.27 -0.90 1.92
H -6.12 0.67 4.04
H 4.59 -2.87 -6.44
H -2.79 5.12 -9.73
H -8.48 4.85 4.52
H -9.73 7.31 6.78
H -11.26 2.72 -2.12
H 9.66 -6.20 2.41
H -5.69 2.63 5.63
H -3.86 -14.49 5.66
H 8.42 4.69 -7.07
H 6.25 5.33 -4.18
H -9.91 6.75 5.16
H -3.28 -10.71 3.38
H -9.48 2.88 -3.91
H -5.69 6.64 -7.60
H 1.50 -1.36 -0.36
H -0.42 -1.71 7.10
H -1.96 -7.14 4.58
H -7.14 3.48 3.35
H 4.52 0.37 0.02
H -3.50 -9.31 7.12
H -7.76 1.19 3.63
H -11.00 6.31 -4.73
H 12.53 3.07 -9.59
H -0.17 -2.00 9.80
H -1.55 3.04 -11.59
H -2.13 -14.35 5.70
H -3.53 6.47 -7.74
H 9.24 -5.31 6.11
H 7.69 0.17 0.57
H 5.68 -8.28 6.03
H -0.18 2.63 1.16
H -0.79 1.91 5.99
H -0.91 1.47 -12.34
H 3.58 0.83 -2.59
H -3.24 -8.31 4.72
H -6.29 -0.06 0.37
H 4.70 1.86 -0.76
H -8.87 1.93 -2.48
H -6.20 5.10 -6.93
H -1.96 -1.97 6.34
H -2.23 -12.60 2.43
H -1.66 -1.62 10.74
H -10.11 5.37 -2.74
H 9.18 5.01 -8.64
H 10.74 -4.47 4.10
H -3.09 2.99 -9.70
H -10.28 3.53 -1.03
H 8.13 -4.28 -0.33
H -1.03 1.14 -8.45
H 1.21 1.93 7.20
H -3.12 -12.97 6.12
H -1.42 -0.31 8.89
H -0.95 1.47 7.62
H 5.94 -0.69 -3.11
H -0.96 -1.51 -0.80
H -2.99 -0.66 8.06
H 4.78 -7.79 4.37
H 10.84 4.78 -5.18
H -7.29 2.91 -4.34
H 8.56 4.39 -4.84
H 6.92 -0.07 -1.18
H -12.94 4.93 -2.19
H 0.97 4.70 -2.02
H 3.15 0.54 8.44
H 1.50 0.57 6.11
H -3.33 -7.59 7.35
H -0.70 4.18 -2.02
H -1.31 2.96 -0.11
H 4.43 -7.15 5.81
H 7.35 5.70 -2.87
H 9.76 -5.16 -0.18
H -6.57 5.21 -8.46
H 10.76 -4.89 1.89
H 2.60 -0.29 -4.64
H 2.58 -1.01 9.20
H -9.10 3.56 5.37
H 9.67 6.85 -7.08
H 3.03 -1.42 -3.49
H -2.91 5.12 -6.83
H 7.47 -7.07 6.57
H -7.72 -0.46 1.29
H -0.74 3.78 -9.32
H -1.70 -8.84 2.83
H 1.12 -0.81 1.18
H -6.20 4.75 5.59
H 3.77 -3.23 -4.97
H 11.27 4.38 -9.80
H 2.20 -4.18 1.91
H 9.28 5.46 -3.56
H 6.51 1.11 -2.27
H -11.90 5.13 -0.91
H 9.47 2.76 -8.16
H 10.85 6.47 -5.03
H -1.36 -3.34 10.33
H 7.58 1.27 1.88
H 9.70 -3.22 3.28
H -12.17 7.32 -1.40
H -6.70 4.39 -4.09
H -0.55 1.13 -1.54
H -1.87 0.49 0.35
H 2.99 -3.22 0.65
H 6.28 -0.10 1.72
H -1.24 -1.69 0.85
H -8.28 7.19 5.78
*
```

The orbital gap comes out at 8.6 eV. The SMILES is COCCNCCOC.COCCNCCOC.COCCNCCOC.COCCNCCOC.COCCNCCOC.COCCNCCOC.COCCNCCOC.COCCNCCOC.COCCNCCOC. As for the LUMO energy: 0.270 eV. As for the HOMO energy: -0.3051 Eh.



Entry 4:
DFT (wB97M-V/def2-TZVPD) results for a molecular structure, C7H14N3OW at a distorted geometry.

ORCA input file:
```
! RIJCOSX wB97M-V def2-TZVPD def2/J DEFGRID3
* xyz 1 3
W 0.08 -0.04 -0.24
O 1.87 1.39 4.69
N 1.16 -1.64 -1.14
N 1.74 -0.28 6.22
N 0.25 -0.88 1.64
C 0.14 -2.79 3.10
C 1.57 0.24 4.96
C 0.71 -2.06 4.14
C -0.64 1.12 -2.01
C 0.78 -0.13 2.67
C -0.12 -2.18 1.88
C 1.00 -0.70 3.93
H -0.63 -2.70 1.06
H 2.04 0.36 6.94
H 1.35 -1.16 6.51
H 2.18 -1.56 -1.07
H 0.32 1.36 -1.36
H -0.91 1.03 0.58
H -1.23 0.24 -1.57
H 0.93 -2.53 5.10
H -0.33 0.88 -3.03
H 0.99 -1.79 -2.14
H -0.11 -3.85 3.22
H 0.93 -2.53 -0.70
H 0.99 0.91 2.42
H -1.29 1.99 -1.99
*
```

The orbital gap (spin up / spin down) comes out at 7.0 / 6.5 eV. As for the LUMO energy (spin up / spin down): -4.250 / -4.207 eV. As for the HOMO energy (spin up / spin down): -0.4123 / -0.3918 Eh.



Short version: total energy = -391126.4002 -8257.2481 -108431.1759 -15819.0411 eV, in the order given.